1.
Entry from the OMol25 dataset: 2 unconnected molecules or ions with the total composition C2H7NOS (ωB97M-V with the def2-TZVPD basis set).

The geometry in XYZ format:
```
12
C2H7NOS (ωB97M-V with the def2-TZVPD basis set)
S 2.55 1.84 -0.56
H 1.76 2.56 0.25
H 3.21 1.33 0.49
C -0.85 -0.81 -1.36
N -1.37 -0.52 -0.15
C -0.57 -0.53 1.06
O 0.33 -0.96 -1.56
H -1.58 -0.91 -2.17
H -2.36 -0.44 -0.10
H -0.12 -1.51 1.21
H -1.21 -0.28 1.91
H 0.20 0.24 0.98
```

Calculated values
Energy above the lowest of the compared OMol25 structures with the same formula, charge and spin in kcal/mol: 12.68
Structure (SMILES): CNC=O.S
Maximum force in eV Å⁻¹: 0.6
HOMO in hartree: -0.345
Total charge: 0
Energy in Eh: -608.5769
LUMO energy in eV: 0.8
Gap between HOMO and LUMO in Ha: 0.37359

Mulliken atomic charge list, values in e, 6 entries:
1 S -0.3078
2 H 0.1304
3 H 0.1498
4 C 0.0083
5 N -0.1370
6 C -0.6219

2.
Entry from the OMol25 dataset: C2H7NOS in the gas phase in a non-equilibrium geometry (ωB97M-V with the def2-TZVPD basis set).

The geometry in XYZ format:
```
12
C2H7NOS (ωB97M-V with the def2-TZVPD basis set)
C 0.02 1.13 0.96
C 0.01 0.79 -0.48
N -0.34 -2.01 0.45
O 1.71 -1.44 -0.68
S 0.29 -1.22 -0.71
H 1.08 1.23 1.11
H -0.51 2.13 1.27
H -0.45 0.38 1.51
H 0.74 1.33 -1.16
H -0.91 1.12 -0.87
H -1.30 -1.95 0.56
H -0.34 -1.49 -1.97
```

Calculated values
Energy above the lowest of the compared OMol25 structures with the same formula, charge and spin in kcal/mol: 90.01
Structure (SMILES): CC[S@H](=N)=O
Maximum force in eV Å⁻¹: 3.1
HOMO in hartree: -0.352
Total charge: 0
Energy in Eh: -608.4537
LUMO energy in eV: 0.3
Gap between HOMO and LUMO in Ha: 0.36501

Mulliken atomic charge list, values in e, 6 entries:
1 C -0.9757
2 C -0.6477
3 N -0.6624
4 O -0.5829
5 S 0.7374
6 H 0.2658

3.
Entry from the OMol25 dataset: 2 unconnected molecules or ions with the total composition C2H7NOS in a non-equilibrium geometry (ωB97M-V with the def2-TZVPD basis set).

The geometry in XYZ format:
```
12
C2H7NOS (ωB97M-V with the def2-TZVPD basis set)
C 1.01 -1.06 0.51
C -1.03 -0.74 -1.27
N 0.40 2.02 0.67
O -0.21 -1.76 1.14
S -0.03 -2.09 -0.41
H 1.88 -1.68 0.79
H -0.16 2.90 0.96
H -0.95 -0.69 -2.29
H -2.10 -0.84 -1.35
H -0.75 0.22 -0.66
H 1.38 2.35 0.53
H 0.55 1.36 1.39
```

Calculated values
Spin multiplicity: 3
Energy above the lowest of the compared OMol25 structures with the same formula, charge and spin in kcal/mol: 75.14
⟨S²⟩: 2.008
Maximum force in eV Å⁻¹: 7.0
HOMO (alpha / beta) in hartree: -0.198 / -0.369
Total charge: 0
Energy in Eh: -608.3001
LUMO energy (alpha / beta) in eV: 1.0 / -1.6
Gap between HOMO and LUMO (alpha / beta) in Ha: 0.23440 / 0.31093

Mulliken atomic charge list, values in e, 6 entries:
1 C -0.1992
2 C -0.5976
3 N -0.6884
4 O -0.2431
5 S -0.0209
6 H 0.2868

Question: What is the formula in the third record?
Answer: C2H7NOS